Molecular formula: C6H13I
Method: DFT, ωB97M-V/def2-TZVPD

Values from the calculation:
SMILES = C=C(C)I.CCC
relative energy (zero: lowest compared OMol25 entry of this formula, charge and spin) = 29.2 kcal/mol
Kohn-Sham gap = 9.744 eV
calculated total energy = -534.0218 Eh

Last column: natural (NBO) charge in e.
CARTESIAN COORDINATES (ANGSTROEM)
1 C -2.501732 -0.595758 0.431744  -0.42
2 C -1.806538 -1.096299 -0.587911  -0.15
3 C -1.520891 -0.277995 -1.849269  -0.69
4 I -1.083284 -3.053533 -0.769917  0.15
5 H -2.831065 -1.205138 1.364658  0.21
6 H -2.763310 0.378386 0.462999  0.20
7 H -0.404303 0.066263 -1.924521  0.24
8 H -2.188843 0.719810 -1.924221  0.22
9 H -1.822417 -0.944004 -2.716056  0.23
10 C 1.651957 1.495370 1.581012  -0.61
11 C 1.232421 0.927400 0.204205  -0.41
12 C 1.665585 -0.515018 0.152223  -0.62
13 H 2.665246 1.069732 1.735393  0.20
14 H 1.048963 0.960313 2.273118  0.20
15 H 1.651572 2.569768 1.751927  0.21
16 H 1.773966 1.451516 -0.685985  0.19
17 H 0.125301 0.923651 0.129157  0.21
18 H 1.361385 -0.940380 -0.885861  0.21
19 H 0.945493 -1.146905 0.796479  0.21
20 H 2.800496 -0.787180 0.460824  0.21

Cartesian forces, eV/Å:
C 0.6 -4.8 1.7
C -0.3 1.3 -0.5
C -0.2 1.5 -0.7
I -0.2 0.0 0.3
H 0.8 1.0 -1.8
H -0.9 3.1 -0.2
H -2.1 -0.9 0.0
H 1.5 -2.3 0.4
H 0.7 1.0 0.7
C 1.2 -0.9 -1.1
C 1.2 1.1 -0.6
C -0.4 -3.0 -0.4
H -0.3 0.7 0.2
H -0.7 -0.1 1.0
H -0.2 -0.1 -0.2
H -1.3 -0.5 1.5
H 0.7 0.4 -0.4
H 1.2 0.6 1.5
H 1.4 0.9 -0.4
H -2.7 0.8 -0.9